A structure of composition C4H6FeO3 at a distorted geometry, computed with ωB97M-V/def2-TZVPD.

```
14
Properties=species:S:1:pos:R:3:forces:R:3
O 1.862381 -0.192414 -0.511505 1.232 2.464 0.561
O -0.042974 0.880334 -0.524585 -1.045 2.939 -0.478
O 0.576380 -0.226929 1.235858 0.396 1.303 1.770
C -1.109445 -0.065011 -1.041017 0.662 0.250 0.463
C -2.027789 0.757158 -1.891941 -0.305 -0.080 -0.170
C 0.979463 0.423579 0.102165 -0.752 -6.340 -3.072
H -2.894361 0.126334 -2.147647 0.241 0.176 0.082
H -2.425817 1.669550 -1.396740 0.312 -0.520 0.004
H -1.597969 1.102480 -2.857161 0.084 -0.227 0.467
Fe -0.509310 -1.797511 -0.416987 -0.257 0.354 -0.234
C 1.600756 -0.587212 2.164292 0.161 -0.474 0.822
H 1.525495 0.122804 2.993165 -0.188 -0.550 0.243
H 2.657803 -0.576621 1.879059 -0.440 0.303 -0.999
H 1.405388 -1.636542 2.413045 -0.100 0.401 0.540
```
Positions in Å, forces in eV/Å.

Results
Multiplicity = 5
E_tot = -44768.1493 eV
Kohn-Sham gap (alpha / beta) = 0.210 / 0.245 hartree
⟨S²⟩ = 6.0205

Mulliken population analysis, charges in e, atoms 1 to 4: O -0.5407; O -0.2813; O -0.2941; C 0.0417

The molecule C4H6I2 at a distorted geometry, computed with ωB97M-V/def2-TZVPD.

```
12
Properties=species:S:1:pos:R:3:forces:R:3
C -0.805516 1.312043 0.364592 -1.894 -1.049 -0.457
C -0.762359 0.008303 1.059496 1.201 -0.561 1.344
C 0.394633 -0.622398 0.288367 0.242 1.187 0.826
C 0.497464 -0.969853 -1.070281 3.542 0.172 0.603
I 2.229593 -0.390073 1.224376 0.355 -0.028 0.215
I 1.228696 0.674579 -2.569857 -0.016 -0.287 0.317
H -1.608298 1.550934 -0.408197 1.540 -0.314 1.119
H -0.032959 1.971691 0.651039 0.529 0.899 -0.187
H -0.424327 0.017644 2.143586 -0.342 0.551 -1.236
H -1.612294 -0.635047 1.131553 -0.950 -0.176 -0.720
H -0.353907 -1.175617 -1.526044 -4.005 -0.895 -1.975
H 1.249275 -1.742206 -1.288630 -0.202 0.500 0.151
```
Positions in Å, forces in eV/Å.

Results
E_tot = -20442.8584 eV
Kohn-Sham gap (alpha / beta) = 0.254 / 0.279 hartree

Mulliken population analysis, charges in e, atoms 1 to 4: C -0.7173; C -0.3407; C 0.1931; C -1.5303

The molecule C4H6IN at a distorted geometry, computed with ωB97M-V/def2-TZVPD.

```
12
Properties=species:S:1:pos:R:3:forces:R:3
C 1.135615 0.334779 -0.649622 -1.446 1.346 1.294
C 1.457613 1.784434 -0.860573 1.646 -1.412 -0.497
C -0.879597 -1.016489 0.021607 -2.058 -2.113 0.862
C 0.411282 -0.375215 0.370635 1.094 0.780 4.240
N 1.646069 -0.118880 -1.631379 1.967 1.043 -2.966
I 0.205311 3.106079 -1.896413 0.523 -0.540 0.359
H 2.542489 2.053053 -0.661056 -1.679 -0.036 -0.577
H -1.437345 -1.339568 1.004400 1.120 0.546 -1.790
H -0.641096 -1.969811 -0.515699 -0.675 0.844 0.107
H -1.635421 -0.395518 -0.533340 1.099 -0.462 0.308
H 1.218756 -1.103666 0.827854 -1.878 1.073 -0.699
H 0.221582 0.421155 1.168684 0.287 -1.069 -0.641
```
Positions in Å, forces in eV/Å.

Results
E_tot = -13832.1445 eV
Kohn-Sham gap (alpha / beta) = 0.315 / 0.310 hartree

Mulliken population analysis, charges in e, atoms 1 to 4: C 0.4549; C -0.6942; C -0.9380; C -0.1283

> What is the E_tot in the second record?

-20442.8584 eV

Repeat the first record exactly.
A structure of composition C4H6FeO3 at a distorted geometry, computed with ωB97M-V/def2-TZVPD.

```
14
Properties=species:S:1:pos:R:3:forces:R:3
O 1.862381 -0.192414 -0.511505 1.232 2.464 0.561
O -0.042974 0.880334 -0.524585 -1.045 2.939 -0.478
O 0.576380 -0.226929 1.235858 0.396 1.303 1.770
C -1.109445 -0.065011 -1.041017 0.662 0.250 0.463
C -2.027789 0.757158 -1.891941 -0.305 -0.080 -0.170
C 0.979463 0.423579 0.102165 -0.752 -6.340 -3.072
H -2.894361 0.126334 -2.147647 0.241 0.176 0.082
H -2.425817 1.669550 -1.396740 0.312 -0.520 0.004
H -1.597969 1.102480 -2.857161 0.084 -0.227 0.467
Fe -0.509310 -1.797511 -0.416987 -0.257 0.354 -0.234
C 1.600756 -0.587212 2.164292 0.161 -0.474 0.822
H 1.525495 0.122804 2.993165 -0.188 -0.550 0.243
H 2.657803 -0.576621 1.879059 -0.440 0.303 -0.999
H 1.405388 -1.636542 2.413045 -0.100 0.401 0.540
```
Positions in Å, forces in eV/Å.

Results
Multiplicity = 5
E_tot = -44768.1493 eV
Kohn-Sham gap (alpha / beta) = 0.210 / 0.245 hartree
⟨S²⟩ = 6.0205

Mulliken population analysis, charges in e, atoms 1 to 4: O -0.5407; O -0.2813; O -0.2941; C 0.0417

> Which of these has the lowest E_tot?

C4H6FeO3